[1]
Molecular formula: C18H58BN13O12Pd
Method: DFT, ωB97M-V/def2-TZVPD

ORCA input file:
```
! wB97M-V def2-TZVPD RIJCOSX def2/J DEFGRID3
* xyz 0 3
N -7.39238 0.50009 2.55517
H -6.61532 0.37604 1.92201
H -7.60933 -0.47203 2.72257
H -8.19771 0.98682 2.18824
H -7.19134 0.99446 3.41265
Pd -3.49012 -3.72161 -0.26202
B -3.80325 -0.23213 0.39468
H -3.17856 -0.62111 -0.39443
H -4.64582 0.25583 -0.07031
H -4.18414 -1.00038 1.04963
H -3.24336 0.52384 0.92313
C -4.52396 -6.80680 1.74029
O -4.68135 -5.70705 2.20532
O -3.92149 -6.92773 0.66297
O -5.14788 -7.69693 2.37162
C -3.13466 4.50412 -3.71442
O -1.90043 4.83454 -4.24159
C -1.78775 6.19047 -4.57592
C -0.55745 6.45458 -5.44885
N 0.65868 6.81853 -4.58495
C 1.79938 7.00680 -5.44790
C 2.95371 7.55875 -4.61011
O 4.09251 6.83430 -5.01508
C 4.71432 7.41810 -6.12729
H -3.92870 4.87851 -4.36051
H -3.20870 4.82420 -2.67511
H -3.20348 3.41755 -3.76666
H -1.65644 6.74863 -3.64893
H -2.66265 6.52913 -5.13087
H -0.68193 7.22745 -6.20731
H -0.26868 5.57797 -6.02874
H 0.95385 6.04148 -4.01122
H 1.53237 7.69542 -6.24952
H 1.95006 6.07017 -5.98466
H 2.83395 7.25973 -3.56879
H 3.05115 8.63342 -4.76399
H 5.66406 6.96728 -6.41515
H 4.92191 8.45097 -5.84764
H 4.09472 7.40464 -7.02396
C 8.25193 -2.07726 2.89243
O 8.49317 -1.04202 3.79007
C 8.18571 -1.46096 5.14793
C 6.60378 -1.60920 5.43653
N 5.86578 -0.41507 5.08308
C 4.52537 -0.69596 5.54826
C 3.61261 0.42714 5.14025
O 2.24759 0.00880 5.12760
C 1.31223 0.98045 4.61274
H 8.44932 -3.09696 3.22311
H 8.87918 -1.83273 2.03519
H 7.21624 -2.04963 2.55381
H 8.63357 -0.70595 5.79405
H 8.76929 -2.27643 5.57519
H 6.49083 -1.81439 6.50107
H 6.18960 -2.49630 4.95735
H 5.77021 -0.42803 4.07769
H 4.45820 -0.84187 6.62636
H 4.17985 -1.62487 5.09456
H 3.88648 0.68290 4.11668
H 3.63782 1.36321 5.69813
H 1.69450 1.55638 3.76996
H 1.01209 1.79183 5.27582
H 0.40382 0.50137 4.24753
C 1.06772 2.27036 -1.02607
O 1.72114 3.20693 -1.38142
N 1.55211 1.17139 -0.51237
N -0.22163 2.13054 -1.28622
H 2.53841 1.14898 -0.29604
H 0.83075 0.52784 -0.21984
H -0.76812 1.47048 -0.75165
H -0.75055 2.87447 -1.71856
C -1.37297 -2.42794 -4.78384
O -1.93457 -2.94001 -3.82522
N -0.98760 -3.09793 -5.83315
N -1.15845 -1.11268 -4.95604
H -1.16767 -4.08380 -5.95858
H -0.66911 -2.54112 -6.61328
H -0.43744 -1.07010 -5.66203
H -1.30737 -0.40150 -4.25450
C 1.55556 -4.43783 0.78653
O 0.39795 -4.09766 0.76991
N 2.58875 -3.75840 1.16757
N 1.94180 -5.65549 0.47007
H 2.44336 -2.76213 1.24767
H 3.52072 -4.14391 1.11348
H 2.90444 -5.81831 0.72873
H 1.21802 -6.30175 0.75044
C -1.07971 -4.30181 6.39275
O -0.18051 -4.00034 7.15103
N -1.60038 -5.47364 6.31737
N -1.72255 -3.49158 5.66324
H -2.24277 -5.66044 5.56069
H -1.01703 -6.15999 6.77422
H -1.35103 -2.55265 5.68571
H -2.44632 -3.89523 5.08590
C -8.09089 -4.06363 -2.36958
O -6.96750 -3.75891 -2.04369
N -9.19758 -3.52206 -1.97557
N -8.42201 -4.75567 -3.40783
H -10.04565 -3.80130 -2.44770
H -9.26757 -3.13860 -1.04382
H -9.34558 -5.13432 -3.56194
H -7.70077 -5.08312 -4.03448
*
```

Summary:
* orbital gap (spin up / spin down): 6.20 / 6.01 eV
* relative energy (zero: lowest compared OMol25 entry of this formula, charge and spin): 536.0 kJ/mol
* expectation value of S²: 2.012



[2]
Molecular formula: C18H58Cd3N4O11
Method: DFT, ωB97M-V/def2-TZVPD

ORCA input file:
```
! wB97M-V def2-TZVPD RIJCOSX def2/J DEFGRID3
* xyz 4 1
Cd 3.67430 0.40412 -2.76308
Cd -2.66761 3.07910 -4.26448
Cd 0.71235 1.08604 -5.28945
O 1.68414 0.51911 -3.34276
C 0.60655 0.49196 -2.43627
C -0.59612 1.46152 -2.76408
O -0.98430 1.85499 -4.07331
H 0.90528 0.40523 -1.39159
H 0.14665 -0.49594 -2.41056
H -0.36058 2.39596 -2.25471
H -1.47698 1.15378 -2.20061
C -0.91238 -4.66260 -4.72819
C -0.72572 -3.74358 -3.46462
C -0.85517 -4.37965 -2.09896
O -0.38297 -3.51858 -1.07744
C -0.47991 -4.22645 0.18971
N 0.58607 -3.04239 -3.56413
H -0.87910 -4.03869 -5.62135
H -1.92564 -5.06431 -4.73365
H -0.29832 -5.56277 -4.75535
H -1.41063 -2.89700 -3.51259
H -0.13130 -5.19157 -2.16885
H -1.84618 -4.80087 -1.92991
H -0.37375 -3.60232 1.07700
H 0.27076 -4.98739 0.40320
H -1.44440 -4.68875 0.39984
H 1.24495 -3.62974 -3.07323
H 0.52689 -2.27785 -2.90678
C 0.27042 4.85111 1.03081
C 1.71982 4.36046 0.77409
C 2.30747 3.84553 2.09409
O 2.42207 4.99245 2.98198
C 3.12753 4.73504 4.18761
N 1.65547 3.22067 -0.11650
H -0.28851 4.17988 1.68285
H -0.22894 4.99544 0.07273
H 0.23337 5.78811 1.58646
H 2.35107 5.11736 0.30857
H 3.30284 3.41049 2.00425
H 1.66443 3.17478 2.66391
H 3.45394 5.70667 4.55840
H 4.09600 4.24160 4.10584
H 2.57277 4.26454 4.99937
H 0.85431 2.71270 0.23020
H 1.23983 3.62377 -0.94406
C 1.37414 -1.52853 1.99250
C 2.20317 -0.24128 1.95339
C 2.40142 0.24385 3.45857
O 2.84070 -0.67992 4.41874
C 3.20675 -0.14273 5.64728
N 3.47191 -0.60109 1.35519
H 1.58685 -2.37810 2.64141
H 1.17830 -1.94537 1.00458
H 0.35731 -1.41255 2.36759
H 1.78407 0.50902 1.28292
H 1.43581 0.56970 3.84526
H 3.08447 1.09017 3.38589
H 2.41905 0.26352 6.28180
H 3.84805 0.72667 5.50252
H 3.67920 -0.95412 6.20094
H 3.85385 -1.36769 1.89047
H 4.13706 0.14617 1.49400
C -2.48444 -0.31527 0.69259
C -3.15730 -1.65763 0.99574
C -4.29943 -1.52060 2.02632
O -4.92512 -2.77978 2.38726
C -6.18517 -2.59529 3.13012
N -3.50448 -2.17389 -0.32314
H -1.70161 -0.27022 -0.06454
H -1.97652 0.09370 1.56602
H -3.24325 0.39751 0.36970
H -2.43810 -2.37057 1.39894
H -5.02291 -0.85715 1.55249
H -4.02749 -1.06596 2.97892
H -6.79476 -1.91302 2.53767
H -5.98706 -2.09201 4.07647
H -6.58767 -3.60284 3.23469
H -3.95112 -3.07354 -0.21713
H -2.68888 -2.33192 -0.89754
O 3.30482 -1.08996 -1.29493
H 3.18916 -0.95045 -0.35504
H 2.87461 -1.92735 -1.46798
O -2.05993 4.66052 -2.92805
H -2.39224 5.37469 -2.38423
H -1.12926 4.85554 -3.03788
O -0.00824 -0.78549 -5.61514
H -0.42924 -1.01497 -6.44358
H -0.09544 -1.57147 -5.07582
O -3.65419 2.48022 -2.47320
H -3.63354 2.88189 -1.60460
H -4.00779 1.60337 -2.32378
O 3.53103 1.73349 -1.13566
H 4.27411 1.81793 -0.53822
H 2.98858 2.50092 -0.95395
*
```

Summary:
* orbital gap: 2.49 eV
* relative energy (zero: lowest compared OMol25 entry of this formula, charge and spin): 265.7 kJ/mol



[3]
Molecular formula: C18H58F4InN2O19S4
Method: DFT, ωB97M-V/def2-TZVPD

ORCA input file:
```
! wB97M-V def2-TZVPD RIJCOSX def2/J DEFGRID3
* xyz 1 1
In -2.99458 -0.55290 -0.49358
N -4.82440 -0.92235 0.61510
S -5.34460 0.40790 1.28447
O -5.35176 0.34852 2.71663
O -6.53769 0.82797 0.64724
F -4.15645 1.28713 0.41375
S -5.64381 -2.30066 0.57862
O -5.46219 -3.17528 1.61316
O -5.52736 -2.83232 -0.76103
F -7.16743 -1.53544 0.49867
N -1.27092 0.76715 0.10086
S -1.10329 1.45298 1.56524
O 0.19154 1.29502 2.10362
O -2.34877 1.24428 2.14014
F -0.99922 2.94113 1.00585
S 0.13367 0.53397 -0.77699
O 0.90197 -0.48129 -0.22836
O 0.50636 1.75713 -1.26092
F -0.59877 0.01942 -2.16681
C -0.53101 -4.54782 -2.12121
C -1.13779 -3.85670 -3.31383
C -1.88833 -4.72974 -4.29674
O -2.13055 -2.94810 -2.86293
H 0.20456 -5.26390 -2.52508
H -1.25650 -5.00974 -1.49315
H 0.14637 -3.86040 -1.55081
H -0.40103 -3.29382 -3.87923
H -1.12945 -5.47339 -4.52459
H -2.21945 -4.25023 -5.20823
H -2.65398 -5.23805 -3.76586
H -2.32755 -2.28833 -3.53512
C -1.81746 -4.09924 4.31274
C -1.12058 -3.44132 3.09694
C -0.90786 -4.44723 1.96294
O -1.88057 -2.34187 2.60535
H -1.10502 -4.92031 4.55582
H -2.81398 -4.55978 4.09606
H -1.88200 -3.45928 5.23748
H -0.14718 -3.02148 3.41128
H -0.65102 -3.98505 1.00357
H -1.87314 -4.99665 1.83738
H -0.17117 -5.11131 2.37128
H -2.26966 -1.85852 3.35936
C 2.35556 3.30607 0.96921
C 3.79949 3.73352 0.91075
C 3.98969 5.17075 0.49485
O 4.56578 3.38378 2.13850
H 1.86319 3.78797 1.79110
H 2.23634 2.18743 1.01361
H 1.83804 3.64449 0.09053
H 4.33337 3.08690 0.17213
H 3.59996 5.93536 1.16595
H 3.41819 5.37787 -0.42230
H 5.03282 5.44182 0.34747
H 4.07901 3.65980 2.93013
C 1.22719 3.38722 5.83310
C 1.21237 4.87565 6.15384
C 2.46000 5.56729 5.68207
O 0.05794 5.37954 5.53429
H 1.33890 3.24260 4.74997
H 0.33015 2.86144 6.21373
H 2.14810 2.88526 6.22495
H 1.14952 5.14391 7.23986
H 2.86416 5.16513 4.74782
H 3.33431 5.40424 6.41814
H 2.33306 6.64231 5.63404
H -0.38727 6.05402 5.98161
C 3.65140 -1.44470 2.18293
C 3.74407 -2.10631 0.79027
C 5.20669 -2.39200 0.36432
O 2.87823 -3.25766 0.68424
H 2.58104 -1.47675 2.44890
H 3.95176 -0.41195 2.12216
H 4.30077 -1.85095 3.01448
H 3.32158 -1.40210 0.11090
H 5.20274 -2.70442 -0.68354
H 5.60220 -3.16292 0.93013
H 5.80121 -1.48396 0.40800
H 3.24350 -3.91822 1.24990
C 4.14084 1.86076 -2.60972
O 3.60635 3.18900 -2.70591
H 4.52462 1.69789 -1.58759
H 3.33397 1.17873 -2.81505
H 4.85005 1.65952 -3.43575
H 4.34457 3.78498 -2.58895
C -0.36484 -0.77778 -6.92272
O 0.43069 -1.82227 -6.47514
H -1.41766 -0.94631 -6.70660
H -0.02970 0.15009 -6.43339
H -0.24224 -0.59865 -7.99054
H 1.22881 -1.84753 -7.00745
C -1.22801 4.54362 -4.46479
O -0.87062 3.09672 -4.34037
H -2.03843 4.71782 -3.76920
H -0.38971 5.22950 -4.28604
H -1.60500 4.85873 -5.47510
H -0.36326 3.01065 -3.50314
O -6.42697 -3.05383 -4.20796
H -7.29876 -3.30732 -4.02076
H -6.08432 -3.94104 -4.37345
O -3.33698 0.37440 -2.62838
H -2.41600 0.52541 -2.77716
H -3.79758 0.68799 -3.41110
O -2.38676 -2.51213 -0.05063
H -2.18772 -2.41817 0.89841
H -3.07840 -3.13339 -0.31864
*
```

Summary:
* orbital gap: 6.15 eV



Number 1: electronic energy -2487.63936 Eh. Number 2: electronic energy -2268.79852 Eh. Number 3: electronic energy -4441.56152 Eh.